Below is a structure of composition C22H31N7O3PPdS, with properties calculated with ωB97M-V/def2-TZVPD.

Each line ends with the Löwdin charge.
Cartesian coordinates (Å):
Pd (-0.071, -0.266, 0.764)  1.03
O (-3.277, 2.882, 0.996)  -0.28
S (-2.044, 2.399, 0.443)  0.59
O (-0.807, 2.948, 0.950)  -0.35
N (-1.907, 0.806, 0.566)  -0.23
C (-3.025, -0.021, 0.450)  -0.26
C (-4.266, 0.321, -0.043)  -0.01
C (-5.323, -0.610, -0.074)  -0.05
C (-5.172, -1.889, 0.376)  -0.04
C (-3.911, -2.296, 0.865)  -0.15
C (-3.652, -3.597, 1.348)  0.01
C (-2.405, -3.932, 1.796)  -0.04
C (-1.391, -2.962, 1.743)  -0.13
N (-1.603, -1.745, 1.304)  0.00
C (-2.843, -1.373, 0.881)  -0.16
C (-2.072, 2.735, -1.299)  -0.28
C (-1.063, 2.219, -2.105)  -0.08
C (-1.077, 2.493, -3.462)  -0.08
C (-2.090, 3.278, -4.005)  -0.07
C (-3.088, 3.790, -3.191)  -0.06
C (-3.084, 3.519, -1.828)  -0.05
H (-4.454, 1.329, -0.381)  0.10
H (-6.281, -0.284, -0.459)  0.11
H (-5.994, -2.593, 0.365)  0.11
H (-4.458, -4.322, 1.360)  0.12
H (-2.188, -4.918, 2.180)  0.11
H (-0.380, -3.185, 2.065)  0.10
H (-0.269, 1.627, -1.663)  0.08
H (-0.297, 2.100, -4.101)  0.10
H (-2.098, 3.490, -5.066)  0.11
H (-3.873, 4.402, -3.615)  0.11
H (-3.855, 3.906, -1.175)  0.12
C (4.540, -3.331, 0.233)  -0.04
N (3.647, -2.613, 1.133)  -0.15
C (4.118, -2.291, 2.472)  -0.03
C (2.401, -2.213, 0.777)  -0.42
N (1.666, -1.415, 1.470)  0.07
N (1.927, -2.809, -0.390)  0.16
C (0.957, -2.375, -1.278)  -0.47
N (0.853, -3.169, -2.380)  0.17
N (0.270, -1.310, -1.097)  0.08
H (5.563, -3.179, 0.564)  0.10
H (4.472, -2.938, -0.781)  0.10
H (4.351, -4.410, 0.226)  0.10
H (5.014, -2.869, 2.677)  0.09
H (3.367, -2.555, 3.218)  0.10
H (4.366, -1.231, 2.574)  0.09
H (2.169, -0.999, 2.241)  0.06
H (2.436, -3.623, -0.685)  0.12
H (1.284, -4.076, -2.412)  0.11
H (0.067, -3.035, -2.991)  0.12
H (-0.381, -1.117, -1.848)  0.09
C (3.960, 2.362, 0.242)  -0.17
P (2.194, 2.498, 0.582)  0.57
C (1.683, 3.983, -0.284)  -0.16
C (2.072, 2.800, 2.355)  -0.16
O (1.498, 1.239, 0.126)  -0.47
H (4.497, 3.228, 0.633)  0.06
H (4.122, 2.297, -0.834)  0.06
H (4.347, 1.459, 0.714)  0.04
H (2.347, 4.808, -0.020)  0.06
H (0.660, 4.228, -0.009)  0.04
H (1.741, 3.806, -1.358)  0.06
H (2.892, 2.308, 2.879)  0.05
H (1.113, 2.422, 2.702)  0.04
H (2.104, 3.868, 2.565)  0.06

Total charge: +1
Multiplicity: 3
Gap between HOMO and LUMO (spin up / spin down): 7.6 / 6.7 eV
Molar mass: 611.00 Da
Max |F|: 0.2 eV/A